This record from the OMol25 dataset describes a molecular structure, C30H92B2F4N4O18Pt at a distorted geometry. The level of theory is wB97M-V/def2-TZVPD.

```
151
Properties=species:S:1:pos:R:3:forces:R:3
Pt 1.2501 3.1921 -1.3676 0.8 -2.1 -1.4
B 0.1086 4.6459 -2.8208 0.3 1.2 -0.3
H 1.1785 4.5178 -2.8756 4.1 0.1 -1.1
H -0.3180 3.8399 -2.2441 -2.6 -3.3 2.3
H 0.0217 5.5799 -2.2876 -0.8 3.6 2.1
H -0.2859 4.7110 -3.8229 -1.6 -0.3 -3.5
B -0.4940 -0.4580 0.3342 -0.3 -0.5 2.1
F -0.1753 -1.6616 0.9586 0.3 -0.3 0.6
F -0.7349 -0.7519 -0.9461 -0.5 -0.2 -2.0
F -1.6698 0.0852 0.9649 0.4 -0.2 0.0
F 0.5702 0.4357 0.4651 0.0 0.2 0.2
C -1.7066 3.2818 0.2701 0.3 1.6 0.5
C -0.5929 3.4615 1.2848 -0.2 0.4 0.1
O 0.6165 3.9768 0.5655 -2.0 -0.4 1.9
O -1.3232 2.2527 -0.5194 0.3 -1.8 -2.2
H -1.6857 4.2091 -0.3024 -0.5 0.0 -0.3
H -2.7103 3.0095 0.5965 0.0 1.0 1.0
H -0.3194 2.4875 1.6904 0.1 0.2 0.2
H -0.9468 4.1548 2.0479 0.6 0.1 0.2
H 0.9594 4.7651 0.9927 -0.1 0.2 -0.1
H -1.5281 1.4888 0.0247 0.0 -0.5 -0.3
C -3.2804 0.0559 6.1144 1.3 3.1 -0.1
C -4.0368 0.8736 7.2134 0.2 -1.1 -1.7
O -4.3957 -0.0855 8.1137 -0.4 -1.2 2.2
O -3.8478 -1.1553 5.7779 -1.2 -0.4 0.2
H -2.2563 -0.1224 6.4424 0.3 0.1 0.5
H -3.1634 0.7724 5.3014 -0.1 -0.2 -0.8
H -4.9620 1.3207 6.8499 0.1 0.4 -0.5
H -3.4063 1.6367 7.6699 0.2 0.1 -0.2
H -4.0460 -0.8886 7.7209 -0.5 -0.6 0.6
H -3.3175 -1.5396 5.0760 0.2 0.0 -0.5
C 3.4653 -1.5317 -0.1128 1.1 0.8 -1.4
C 4.8885 -1.0492 -0.5546 -0.2 -0.6 -0.5
O 4.8802 -0.0010 -1.5940 -0.9 -0.7 1.1
O 2.9403 -0.5891 0.7609 0.0 0.4 0.9
H 3.4737 -2.5228 0.3407 0.5 -0.1 0.0
H 2.8094 -1.5594 -0.9830 0.2 -0.4 -0.4
H 5.4281 -1.8970 -0.9766 0.0 -0.2 0.0
H 5.4316 -0.7463 0.3406 0.0 0.3 0.0
H 5.7581 0.3731 -1.6981 0.2 -0.2 0.2
H 1.9868 -0.5839 0.6494 -0.3 0.1 0.3
C -2.3489 2.2122 -4.9689 -0.2 -1.6 0.6
C -3.4628 2.2774 -3.9266 -0.2 0.7 -0.3
O -3.1263 3.0817 -2.7751 -0.6 -0.4 -1.2
O -1.4563 1.1319 -4.6518 1.5 1.2 0.0
H -1.8674 3.1900 -4.9771 0.5 -0.3 0.1
H -2.6711 1.9470 -5.9759 -0.7 0.5 -0.1
H -3.8281 1.3108 -3.5798 0.3 -0.4 -0.1
H -4.2990 2.6926 -4.4892 -0.3 0.6 0.6
H -2.3395 2.6708 -2.4095 0.3 0.0 0.4
H -1.9133 0.3704 -4.2874 -0.3 -0.1 0.3
C -3.4130 -3.8152 2.6467 -1.6 0.5 -1.7
C -3.1509 -2.4516 2.1459 0.8 0.7 0.1
O -2.4322 -1.7727 3.1846 0.1 0.3 -0.4
O -4.6549 -3.7722 3.3372 0.6 -0.9 1.0
H -2.5094 -4.1567 3.1517 -0.4 -0.4 0.4
H -3.6005 -4.3505 1.7160 0.0 -0.9 0.3
H -4.0338 -1.8493 1.9317 -0.3 -0.5 -0.2
H -2.5815 -2.5798 1.2253 0.5 0.6 0.0
H -1.8938 -1.1430 2.6996 0.2 0.5 0.2
H -4.4194 -3.5247 4.2344 -0.5 0.1 0.3
C -5.0696 1.4583 0.8623 -1.2 1.0 -0.9
C -6.2576 1.1483 -0.1646 3.2 -1.2 0.3
O -5.9473 1.7049 -1.4335 -0.7 0.6 0.4
O -5.1663 2.7965 1.3751 -0.2 -0.2 0.5
H -4.1139 1.5064 0.3404 -0.2 -0.7 -0.5
H -4.9897 0.7276 1.6672 -0.2 -0.1 0.0
H -7.2745 1.2690 0.2090 0.1 0.4 0.0
H -6.0451 0.1016 -0.3821 -0.7 -0.5 0.3
H -5.7519 2.6351 -1.2987 0.1 0.3 -0.2
H -5.4568 2.7165 2.2866 -0.1 0.3 0.0
C -3.3495 -1.5498 -3.0491 -0.6 -0.4 -0.2
O -2.0881 -0.9663 -3.1245 0.7 -0.1 -0.4
H -3.9298 -1.2598 -3.9250 -0.1 0.3 0.2
H -3.2719 -2.6349 -3.1167 -0.1 -0.2 0.3
H -3.8186 -1.2273 -2.1196 -0.5 -0.2 -0.1
H -1.5573 -1.3960 -2.4498 0.2 0.3 0.0
C 0.4884 -5.1253 1.9239 -1.6 0.7 0.3
O 0.8901 -6.4526 1.8909 1.7 -1.0 -0.6
H -0.5687 -5.1689 2.1863 -0.3 0.8 -0.2
H 0.9473 -4.4050 2.6012 0.5 -0.5 0.6
H 0.6125 -4.6494 0.9512 -0.1 -0.4 -0.3
H 0.5066 -7.0235 2.5606 -0.2 0.5 0.1
C 4.6282 2.3032 1.2246 1.6 0.4 0.8
C 3.4324 2.9983 0.5903 1.8 -1.3 0.9
C 3.9396 4.3030 -0.0132 0.0 -2.2 -0.5
O 2.9717 4.6111 -0.9667 0.5 3.9 0.2
C 3.1841 5.9489 -1.4518 -0.9 0.8 -0.7
N 2.9678 2.0411 -0.4189 -0.3 1.2 0.3
H 5.3108 3.0101 1.6962 -0.4 0.2 1.1
H 5.3851 1.9558 0.5215 -0.5 -0.2 -1.0
H 4.4634 1.4166 1.8369 -0.5 0.4 0.3
H 2.6251 3.1780 1.3004 0.2 0.0 0.0
H 4.8250 4.1198 -0.6220 0.7 -0.2 0.4
H 4.1968 5.0256 0.7613 -0.5 0.4 -0.1
H 2.3664 6.1823 -2.1336 0.1 -0.2 -0.1
H 4.1281 6.1466 -1.9597 0.3 -0.9 -0.2
H 3.1781 6.7541 -0.7171 -0.3 -0.5 0.8
H 3.8202 1.7896 -0.8988 0.0 0.1 -1.1
H 2.8332 1.1662 0.0674 -0.7 -0.3 0.4
C 0.3627 0.8476 3.9558 1.0 -0.1 -1.1
C 1.2514 -0.3799 4.2106 -2.5 -0.1 1.5
C 1.6019 -0.3263 5.7329 1.1 -0.5 -2.1
O 2.6792 0.6159 5.8343 -0.6 -1.0 1.5
C 3.0987 0.5767 7.2132 -0.1 0.8 -1.0
N 0.3941 -1.5419 3.8969 1.0 -0.3 0.7
H -0.1432 0.5600 3.0342 -0.2 0.8 -0.2
H 1.0115 1.7115 3.8110 -0.4 0.4 0.0
H -0.4013 1.0267 4.7123 0.2 -0.1 0.2
H 2.0387 -0.4687 3.4620 0.7 0.5 0.7
H 1.8440 -1.3177 6.1160 0.8 -0.2 -0.2
H 0.7424 -0.0766 6.3550 -0.3 0.7 -0.2
H 3.8979 1.3114 7.3115 0.1 -0.2 0.1
H 3.4058 -0.4343 7.4809 0.2 0.0 0.1
H 2.2556 0.8953 7.8262 0.0 -0.1 0.3
H -0.5040 -1.4068 4.3387 -0.2 -0.2 -0.1
H 0.2695 -1.4728 2.8970 -0.4 -0.5 -0.1
C 0.0517 -5.1763 -2.3564 -0.5 -0.9 -2.1
C 0.8995 -6.4255 -2.9368 -0.9 3.1 1.6
C 1.2523 -6.3510 -4.4231 -1.0 0.9 0.4
O 0.0849 -6.2480 -5.2702 -0.2 -1.9 4.4
C 0.3369 -5.6806 -6.4530 0.2 0.0 -1.7
N 2.0635 -6.4140 -2.0541 0.5 -1.8 0.0
H -0.8191 -5.1111 -3.0089 -0.5 0.3 0.3
H 0.5532 -4.2107 -2.4211 0.5 -0.1 -0.2
H -0.2546 -5.2805 -1.3156 0.0 -0.5 -0.1
H 0.2931 -7.2972 -2.6907 0.2 -0.2 -0.3
H 1.8993 -7.2052 -4.6226 -0.1 -0.1 -0.6
H 1.7762 -5.4134 -4.6089 0.6 0.0 0.2
H 0.5455 -4.6153 -6.3547 0.2 0.3 -0.3
H -0.5821 -5.8626 -7.0101 0.3 0.4 -0.6
H 1.1765 -6.2443 -6.8597 0.2 0.5 -1.0
H 2.6236 -5.5741 -2.0235 -0.3 0.3 -0.5
H 1.6121 -6.4815 -1.1531 0.6 -0.2 0.5
C 1.5260 -0.8258 -3.4854 -0.3 2.0 -0.3
C 1.8125 0.5600 -2.8297 2.1 0.1 0.2
C 2.5712 1.5250 -3.7296 -1.2 -0.6 -1.2
O 2.8340 2.8033 -3.1562 -0.3 -1.3 -0.5
C 3.2483 3.7665 -4.1038 1.1 0.7 0.5
N 0.6426 1.2416 -2.3210 -0.4 -1.1 0.6
H 2.3536 -1.1570 -4.1128 0.2 -0.3 0.4
H 0.7060 -0.6102 -4.1704 -0.3 -0.5 -0.1
H 1.2126 -1.5222 -2.7076 0.1 -0.2 -0.3
H 2.4475 0.3960 -1.9591 -0.1 -0.2 0.0
H 1.8300 1.6161 -4.5237 0.1 0.6 -0.7
H 3.4564 1.0679 -4.1719 0.3 0.1 0.2
H 3.9776 3.3263 -4.7839 0.0 -0.1 -0.1
H 3.7493 4.4972 -3.4689 0.2 0.1 -0.3
H 2.5190 4.3449 -4.6709 -0.7 -0.7 0.1
H -0.1072 1.3433 -2.9900 -0.1 0.3 -0.9
H 0.2977 0.4892 -1.7422 -0.7 0.8 0.7
```
Positions in Å, forces in eV/Å.

- electronic energy (eV) = -90879.6729
- LUMO level (alpha / beta) (eV) = -0.160 / -0.238
- largest force on an atom (eV/Å) = 4.84
- 2S+1 = 3
- M (g/mol) = 1089.77

Results of the Mulliken charge analysis, in e, for atoms 1 through 99: 6.23 0.97 -1.19 -1.29 -0.26 -0.34 -0.72 -0.88 0.78 -0.83 0.91 -1.00 0.09 -0.77 1.90 0.18 0.23 -0.51 0.88 0.19 -0.66 -0.26 -0.33 -0.54 -0.64 0.23 0.32 0.25 0.28 0.32 0.28 0.18 -0.87 -0.49 -0.37 0.53 -0.30 0.50 0.31 0.30 -0.37 -0.62 -0.33 -0.68 -0.40 0.21 0.41 0.15 0.45 -0.08 0.39 -0.96 0.58 -0.17 -0.56 0.32 0.40 0.13 -0.12 -0.07 0.37 0.12 -0.56 -0.45 -0.55 -0.27 0.42 0.32 0.24 0.32 0.35 -0.85 -0.44 0.33 0.29 0.22 0.11 -0.02 -0.57 0.11 0.25 -0.10 0.33 -1.50 0.59 -1.17 0.12 -1.19 0.65 0.47 0.34 0.22 -0.01 0.37 0.48 0.27 0.39 0.28 0.05